Here is a molecular structure, C20H48F6O10Y in a non-equilibrium geometry from OMol25. Energies are from ωB97M-V/def2-TZVPD.

## Properties
HOMO energy (spin up / spin down)	-13.4 / -13.4	eV
net charge	+2
electronic energy	-2179.99591	a.u.
gap between HOMO and LUMO (spin up / spin down)	6.1 / 2.1	eV
multiplicity	2

Last column: Mulliken spin population.
Positions of all 85 atoms, in Å:
Y -16.61942 -11.39850 -20.42287  0.0000
C -20.16272 -10.63637 -21.08441  0.0000
O -20.11145 -11.16627 -22.43447  0.0000
O -18.95882 -10.93420 -20.47623  0.0000
C -20.58452 -9.11726 -21.12576  0.0000
F -21.04254 -8.68112 -19.96576  0.0000
F -19.56120 -8.31375 -21.50808  0.0000
F -21.57585 -8.95461 -21.99803  0.0000
C -21.05219 -12.20418 -22.64873  0.0000
C -20.99209 -12.47907 -24.10923  0.0000
H -21.57668 -13.29574 -24.53277  0.0000
H -21.29993 -11.58033 -24.64364  0.0000
H -19.94227 -12.61202 -24.37060  0.0000
H -22.09407 -11.99009 -22.41049  0.0000
H -20.79039 -13.15703 -22.18870  0.0000
H -20.86270 -11.21774 -20.48429  0.0000
C -16.31092 -8.31148 -18.47516  -0.0001
O -15.78827 -7.37682 -19.35234  -0.0005
O -16.09934 -9.58925 -19.03678  0.0000
C -15.78670 -7.94857 -17.00796  0.0000
F -16.68496 -7.14189 -16.37747  0.0000
F -15.51276 -9.04681 -16.24836  0.0000
F -14.59246 -7.23795 -16.99982  -0.0001
C -16.59960 -6.29578 -19.76848  -0.0005
C -15.83632 -5.51461 -20.86837  -0.0006
H -16.37110 -4.60221 -21.13222  -0.0023
H -14.81129 -5.23733 -20.62233  0.0005
H -15.69315 -6.18591 -21.71510  0.0006
H -16.82851 -5.64857 -18.92183  0.0000
H -17.58808 -6.60234 -20.11057  0.0001
H -17.38495 -8.13537 -18.41575  0.0000
C -19.17488 -4.97530 -15.62145  0.0000
C -20.17696 -4.71362 -16.72246  0.0000
O -19.87431 -3.37448 -17.10296  0.0000
H -19.20489 -4.11496 -14.95286  0.0000
H -18.15581 -4.78723 -15.95942  0.0000
H -19.39179 -5.86949 -15.03708  0.0000
H -21.20377 -4.88514 -16.39944  0.0000
H -19.99770 -5.34185 -17.59498  0.0000
H -20.14284 -2.85116 -16.34426  0.0000
C -12.22274 -6.56893 -20.78376  0.0017
C -12.36981 -8.01724 -20.45588  0.0004
O -13.58113 -8.47932 -20.83407  0.0004
H -11.20705 -6.23528 -20.57131  0.0000
H -12.89973 -6.04445 -20.10944  0.0000
H -12.45540 -6.28458 -21.80998  -0.0007
H -12.21527 -8.18151 -19.38947  0.0000
H -11.55070 -8.61807 -20.85104  0.0002
H -14.28752 -8.10987 -20.29917  0.0001
C -14.24259 -12.01699 -16.63603  0.0000
C -13.81569 -11.97863 -18.11745  0.0000
O -14.86428 -12.41478 -18.90673  0.0000
H -13.61796 -11.48990 -15.91484  0.0000
H -14.31925 -13.00122 -16.17395  0.0000
H -15.22345 -11.55190 -16.73457  0.0000
H -12.95262 -12.63273 -18.24140  0.0000
H -13.42619 -10.97720 -18.30057  0.0000
H -14.93075 -13.34069 -18.66202  0.0000
C -13.68989 -1.41753 -22.94382  0.1158
C -14.97743 -1.93490 -22.38548  0.0494
O -15.61652 -2.67044 -23.36939  0.3839
H -12.99184 -0.94026 -22.25605  0.0101
H -13.96715 -0.74675 -23.75702  0.0025
H -13.13792 -2.21823 -23.43607  0.0002
H -15.66904 -1.15687 -22.06232  -0.0009
H -14.76046 -2.59489 -21.54558  0.0231
H -16.16449 -2.13880 -23.95136  -0.0084
C -14.67650 -8.22901 -25.74057  0.0000
C -14.39852 -7.60089 -24.34911  0.0001
O -15.17735 -8.38740 -23.44567  0.0000
H -14.50089 -7.50817 -26.53910  0.0000
H -15.72594 -8.47761 -25.89862  0.0000
H -14.09575 -9.14850 -25.81385  0.0000
H -14.71476 -6.55981 -24.41422  -0.0001
H -13.31981 -7.63183 -24.19570  0.0000
H -14.67674 -8.40255 -22.62667  0.0000
C -12.87103 -3.63842 -18.17857  0.0506
C -12.53296 -2.91848 -19.44477  0.0321
O -13.58993 -1.96704 -19.50475  0.3358
H -11.95959 -4.19430 -17.95862  0.0112
H -13.71724 -4.32079 -18.25855  -0.0016
H -13.06323 -2.99506 -17.31993  -0.0024
H -12.56222 -3.54220 -20.33820  0.0056
H -11.53152 -2.48952 -19.41024  0.0056
H -13.17230 -1.10429 -19.55812  -0.0119